{
  "formula": "C4H4N2O",
  "method": "ωB97M-V/def2-TZVPD",
  "multiplicity": 1,
  "relative_energy_kj_mol": 419.2,
  "lumo_ev": -0.62,
  "gap_ev": 8.5,
  "symbols": ["O", "C", "C", "C", "N", "C", "N", "H", "H", "H", "H"],
  "xyz": [[2.42771, -1.16221, -0.00449], [1.26208, -0.82177, -0.01284], [0.89023, 0.62487, 0.04079], [-0.44002, 0.77149, 0.02550], [-1.47012, 0.00907, -0.02359], [-1.03433, -1.29276, -0.07413], [0.19085, -1.72385, -0.07291], [1.64377, 1.39808, 0.08862], [-0.81407, 2.13029, -0.32446], [-0.82215, 2.09582, 0.47908], [-1.83395, -2.02902, -0.12155]]
}

{
  "formula": "C3H7BrS",
  "method": "ωB97M-V/def2-TZVPD",
  "multiplicity": 1,
  "relative_energy_kj_mol": 445.9,
  "lumo_ev": [-0.75, 0.62],
  "gap_ev": [6.8, 9.0],
  "symbols": ["C", "C", "C", "S", "Br", "H", "H", "H", "H", "H", "H", "H"],
  "xyz": [[1.22156, -0.80694, 1.58594], [0.40283, -1.36177, 0.57330], [-1.20445, 1.20521, -0.92178], [-0.45488, 2.78534, -0.55554], [-1.72058, 0.75545, -2.69572], [0.79374, -0.07156, 2.25576], [1.87175, -0.13986, 0.95025], [1.65611, -1.54149, 2.26805], [0.26301, -2.46949, 0.42641], [-0.04207, -0.55274, -0.11619], [-1.92801, 0.73606, -0.26238], [0.63742, 2.51772, -1.24573]]
}

{
  "formula": "C20H36N4O5",
  "method": "ωB97M-V/def2-TZVPD",
  "multiplicity": 1,
  "smiles": "CC(C)CCC1=CC(=O)C(N)=CC1=O.CN(C)C=O.CN(C)C=O.CN(C)C=O",
  "lumo_ev": -0.75,
  "gap_ev": 8.3,
  "symbols": ["C", "C", "C", "C", "C", "C", "C", "C", "O", "C", "N", "C", "C", "O", "H", "H", "H", "H", "H", "H", "H", "H", "H", "H", "H", "H", "H", "H", "H", "C", "N", "C", "C", "O", "H", "H", "H", "H", "H", "H", "H", "C", "N", "C", "C", "O", "H", "H", "H", "H", "H", "H", "H", "C", "N", "C", "C", "O", "H", "H", "H", "H", "H", "H", "H"],
  "xyz": [[1.07275, -0.19145, 2.74352], [0.13227, -0.51009, 1.62135], [0.00447, 0.70417, 0.74481], [-1.17684, -0.97538, 2.21169], [-2.37555, -1.08625, 1.26269], [-3.30129, 0.01448, 1.49625], [-3.44695, 1.12172, 0.75701], [-4.41430, 2.11409, 1.17211], [-5.12428, 2.77259, 0.39388], [-4.54326, 2.23786, 2.63279], [-4.86704, 3.50848, 3.09901], [-4.42606, 1.12107, 3.36945], [-4.15288, -0.12020, 2.68737], [-4.59859, -1.22352, 3.03171], [0.65426, 0.60677, 3.32385], [1.19282, -1.02023, 3.40451], [2.02036, 0.14373, 2.38021], [0.55696, -1.31266, 1.04115], [-0.60644, 0.53326, -0.11487], [0.96961, 1.01149, 0.39569], [-0.38007, 1.52118, 1.31490], [-1.03258, -1.91642, 2.69088], [-1.43022, -0.28770, 2.99451], [-2.05297, -1.09502, 0.24873], [-2.89183, -1.99563, 1.46346], [-2.89326, 1.30091, -0.13006], [-4.37543, 4.21478, 2.57304], [-4.54791, 3.59474, 4.04982], [-4.55173, 1.11455, 4.42561], [6.41623, 2.14164, 1.98891], [5.29217, 2.37091, 1.10452], [5.54148, 2.68529, -0.29707], [4.02715, 2.31628, 1.53581], [3.04846, 2.49156, 0.83261], [7.05915, 3.02257, 2.03265], [7.01135, 1.29452, 1.64390], [6.05280, 1.92673, 2.99091], [5.12749, 3.66341, -0.54314], [5.08407, 1.94945, -0.94953], [6.61251, 2.69122, -0.47124], [3.94872, 2.11158, 2.61814], [-3.60551, -2.76349, -4.58941], [-3.04399, -2.53782, -3.27177], [-3.78019, -1.73263, -2.30938], [-1.86460, -3.04902, -2.90239], [-1.35537, -2.88906, -1.80973], [-3.75208, -1.81781, -5.11378], [-4.56721, -3.27362, -4.51677], [-2.92775, -3.38221, -5.17171], [-3.18567, -0.86892, -2.01055], [-3.99469, -2.31947, -1.41658], [-4.70955, -1.39562, -2.75644], [-1.38561, -3.64748, -3.69644], [1.88051, -2.10610, -1.93065], [2.93384, -1.25689, -2.45350], [2.63288, -0.31712, -3.52046], [4.18321, -1.30996, -1.98186], [5.10466, -0.62584, -2.38745], [1.47903, -2.75044, -2.71343], [1.06369, -1.50944, -1.52397], [2.28377, -2.73156, -1.13858], [3.24305, -0.52613, -4.39914], [2.84174, 0.70372, -3.20124], [1.58194, -0.40518, -3.77903], [4.30836, -2.05446, -1.17733]]
}

{
  "formula": "C3H6O3",
  "method": "ωB97M-V/def2-TZVPD",
  "multiplicity": 1,
  "relative_energy_kj_mol": 93.5,
  "smiles": "COCC(=O)O",
  "lumo_ev": 0.75,
  "gap_ev": 11.1,
  "symbols": ["C", "O", "C", "C", "O", "O", "H", "H", "H", "H", "H", "H"],
  "xyz": [[2.00309, -0.57482, -0.00007], [0.98215, 0.41207, 0.00001], [-0.31610, -0.16933, 0.00042], [-1.42138, 0.87632, -0.00031], [-1.31456, 2.09111, -0.00135], [-2.65017, 0.31082, 0.00026], [2.97189, -0.06812, -0.00009], [1.93478, -1.19752, -0.89730], [1.93486, -1.19765, 0.89706], [-0.43612, -0.78351, 0.89970], [-0.43619, -0.78478, -0.89798], [-3.25226, 1.08538, -0.00033]]
}

Please write out number 2 again, unchanged.
{
  "formula": "C3H7BrS",
  "method": "ωB97M-V/def2-TZVPD",
  "multiplicity": 1,
  "relative_energy_kj_mol": 445.9,
  "lumo_ev": [-0.75, 0.62],
  "gap_ev": [6.8, 9.0],
  "symbols": ["C", "C", "C", "S", "Br", "H", "H", "H", "H", "H", "H", "H"],
  "xyz": [[1.22156, -0.80694, 1.58594], [0.40283, -1.36177, 0.57330], [-1.20445, 1.20521, -0.92178], [-0.45488, 2.78534, -0.55554], [-1.72058, 0.75545, -2.69572], [0.79374, -0.07156, 2.25576], [1.87175, -0.13986, 0.95025], [1.65611, -1.54149, 2.26805], [0.26301, -2.46949, 0.42641], [-0.04207, -0.55274, -0.11619], [-1.92801, 0.73606, -0.26238], [0.63742, 2.51772, -1.24573]]
}

Question: Which formula does entry 3 have?
Answer: C20H36N4O5